# C54H50N4O7Pb

C54H50N4O7Pb as an isolated structure (wB97M-V/def2-TZVPD, OMol25).

XYZ file:
```
116
Properties=species:S:1:pos:R:3:forces:R:3
N 0.534447 -1.343615 -1.361066 0.25 0.24 -0.17
C 0.120963 9.135399 -4.251225 0.35 0.20 -0.49
H -1.924094 -8.620253 -4.018828 -0.10 -0.02 0.07
C -4.870843 1.827611 2.896678 0.19 -0.25 -0.21
H 1.057636 6.743410 -4.046150 0.02 -0.01 -0.13
C 0.046412 3.611072 -0.822886 0.16 0.21 -0.56
C -3.290473 -4.176909 -2.348010 0.16 0.03 -0.11
H 0.136417 -3.733194 -3.598312 -0.07 -0.11 -0.12
C 2.746490 -0.348246 -1.750439 0.48 -0.14 0.05
C 3.497139 -0.101639 2.030143 -0.03 0.35 0.14
C 0.441233 6.496117 -3.197545 0.08 0.21 -0.19
H -1.937960 5.472888 -0.361010 -0.03 0.04 0.00
H -5.000162 2.566627 2.119161 0.01 0.12 0.02
H 3.694344 -2.890255 -2.077573 0.02 -0.03 0.03
C -3.498954 -2.556841 0.099786 0.27 0.05 -0.03
C 1.693637 -1.292109 -2.041821 -0.45 -0.71 -0.28
H -7.943754 1.944923 5.666682 0.00 -0.04 -0.01
C -0.195574 -2.381664 -1.853232 0.19 -0.37 -0.40
C -2.293679 1.856159 1.247362 -0.18 0.10 0.43
H -6.363024 2.691201 4.140614 -0.05 0.06 0.02
C 5.763125 -2.569922 -1.873576 0.18 -0.05 -0.10
O -0.678566 8.643589 -3.187216 -0.30 -0.32 0.50
H -7.663438 1.539595 7.375084 0.02 0.07 -0.08
C -5.543901 0.894087 5.012135 0.23 -0.06 -0.46
C -1.717942 -6.457865 -2.259406 -0.22 -0.44 -0.18
H 0.030312 8.501475 -5.138034 -0.02 0.04 0.11
H 0.464337 2.496181 2.862253 -0.02 0.01 -0.03
C -1.224224 5.759683 -1.113403 -0.04 0.14 0.07
C 6.474285 -0.331828 -1.336938 0.24 0.15 0.01
C -1.369257 6.986952 -1.692381 -0.04 0.22 -0.01
C -4.656469 -0.175234 4.795650 -0.26 0.11 0.24
N -1.345888 1.896570 0.253933 -0.12 0.49 -1.08
H -1.191628 4.943906 1.495201 -0.03 0.23 -0.01
C 3.166585 2.158199 -1.981483 -0.11 -0.14 -0.03
O 2.836010 -0.865763 1.030474 -0.28 0.30 0.06
H -0.305918 -2.414614 3.681090 0.04 0.01 -0.03
C 2.412737 3.265013 -1.725289 -0.12 -0.09 0.20
C -3.909028 -0.246753 3.650523 -0.02 0.27 -0.08
H 6.020719 -3.608864 -2.009637 -0.01 -0.10 -0.07
H -3.885252 -3.278737 -2.420083 -0.09 0.03 -0.01
H 2.041894 -3.855720 2.398033 0.02 0.07 0.01
C -0.425150 -2.943679 2.729003 -0.15 -0.08 0.07
H 3.689078 -0.712080 2.916371 0.01 0.01 -0.03
H 9.143900 -0.823549 -0.558648 0.00 -0.06 -0.06
H 10.042418 -1.876660 -1.678496 -0.09 0.06 0.02
H -4.590911 -0.940711 5.552155 0.01 -0.09 0.09
H 4.941991 1.073769 -1.026358 0.05 0.05 0.09
H 4.096497 2.139318 -2.511752 0.23 0.02 -0.02
C -3.059783 0.721272 1.557333 0.29 0.65 -0.04
H -3.943845 -3.517093 -0.057118 -0.16 -0.16 -0.04
H 2.471085 1.763603 1.574891 0.03 0.01 -0.01
H 4.457546 0.243030 1.621776 -0.05 -0.04 0.13
H 3.262244 1.700690 3.168552 -0.03 -0.02 -0.08
H -0.197135 -5.222099 -1.444357 0.09 0.04 0.04
H -3.446952 -9.540555 -3.900378 0.06 0.10 0.04
O -3.588966 -7.640856 -3.258010 -0.21 0.27 0.03
C 2.403921 1.027825 -1.551830 0.06 0.89 0.04
H 2.559965 -2.675895 0.225005 0.05 -0.08 0.04
C -7.188338 1.857585 6.449813 -0.24 0.27 0.06
H 2.030757 -2.271004 3.210230 -0.02 -0.02 -0.05
C -3.019883 -6.534898 -2.774940 0.17 0.52 0.11
C 2.674261 1.119481 2.444473 0.15 -0.41 -0.07
C 2.855085 -2.270156 1.195999 -0.23 -0.34 0.26
H -0.386849 -4.022223 2.910394 -0.01 0.01 0.04
H 2.424492 -2.406570 -3.839395 0.19 -0.02 -0.12
C -0.889226 3.152961 0.180952 -0.65 -0.33 0.85
H -1.388461 -2.693122 2.290173 -0.13 -0.02 0.02
H -2.504331 -9.214637 -2.430687 -0.03 0.08 -0.07
C 5.163505 0.069879 -1.341210 0.06 -0.04 -0.09
C -0.496320 7.423445 -2.712869 -0.01 -0.37 0.10
H 1.202117 4.546150 -3.115605 0.01 0.00 -0.04
C -2.269514 -2.095067 -0.476299 -0.40 -0.22 0.40
H -3.229915 -1.073439 3.501347 0.05 -0.06 0.04
O -6.241852 0.851734 6.147252 0.24 -0.35 0.04
C -0.181316 4.865560 -1.481584 0.03 -0.20 -0.03
C 4.106499 -0.790713 -1.723283 -0.18 0.12 0.02
Pb 0.119918 -0.010344 0.459728 0.37 -0.18 1.33
C 0.500681 -2.952882 -2.960084 -0.10 0.13 0.27
C -3.949034 -1.565042 0.918142 0.16 0.17 -0.07
H 3.867652 -2.619886 1.430322 -0.05 0.01 0.01
C 9.155275 -1.258719 -1.561169 0.48 0.38 0.11
H 1.247248 2.169743 4.431636 -0.07 0.06 0.02
H 7.236705 0.379834 -1.062640 0.07 0.03 0.02
H -0.216864 1.265352 3.959570 -0.02 0.09 0.03
C -1.199853 -5.250950 -1.844580 -0.12 0.33 0.06
C -3.971154 0.777449 2.687940 -0.27 -0.01 0.22
N 1.228572 1.456665 -1.039041 -0.23 -0.30 -0.59
H 9.166043 -0.463026 -2.310745 -0.06 -0.08 0.03
H -2.163765 7.650235 -1.385637 -0.06 0.05 0.03
C -5.653896 1.886200 4.028315 -0.26 -0.03 0.40
C 1.686063 -2.280861 -3.072752 0.06 0.22 0.20
C 1.174479 2.809740 -1.165494 0.64 0.17 -0.14
C 0.555923 5.254817 -2.628961 0.06 0.08 -0.02
C 1.872390 -2.779732 2.249344 0.33 0.08 -0.16
C 0.704448 1.717838 3.596354 0.01 0.06 0.10
C -2.981960 -0.513527 0.856603 -0.05 -0.77 -0.22
C -1.471990 3.944984 1.225027 -0.04 -0.22 0.15
C -1.973001 -4.081759 -1.865987 -0.03 -0.34 -0.14
C 6.817049 -1.653857 -1.667384 -0.30 -0.04 0.04
N -1.986199 -0.864953 0.013784 -0.23 0.28 -0.40
H -4.864461 -1.549273 1.471178 -0.21 0.00 0.19
H -6.704700 2.824391 6.603883 0.03 -0.01 -0.03
H -1.118032 -7.351346 -2.176189 0.07 -0.01 -0.03
H 2.736409 4.281443 -1.831918 -0.01 0.14 -0.09
C 4.462448 -2.152764 -1.909812 0.14 -0.11 -0.09
C -2.809011 -8.812751 -3.402420 0.26 -0.38 -0.01
C -3.797221 -5.362722 -2.811266 0.03 -0.30 -0.07
O 1.463906 0.679003 3.021477 0.40 -0.29 0.05
H -4.790505 -5.411281 -3.231201 -0.07 -0.04 -0.02
C -1.453557 -2.813724 -1.378519 -0.05 0.09 0.03
H -0.264977 10.127706 -4.480677 0.03 -0.15 0.06
H -2.910958 3.385598 2.768900 -0.03 0.04 0.14
O 0.554502 -2.556987 1.791441 0.22 0.10 -0.23
C -2.337296 3.131442 1.899419 0.23 0.00 -0.10
O 8.051234 -2.127037 -1.750235 -0.71 -0.23 -0.02
H 1.172183 9.219056 -3.958511 -0.14 -0.07 0.05
```
Forces are in eV/Å.

Results
* ΔE to the lowest compared entry with this formula, charge and spin: 48.0 kJ/mol
* net charge: +2
* frontier orbital gap: 0.173 Eh
* electronic energy: -82333.792 eV
* lowest unoccupied orbital energy: -0.265 Ha

# C54H52BF6NO4P2STl

C54H52BF6NO4P2STl as an isolated structure (wB97M-V/def2-TZVPD, OMol25).

XYZ file:
```
122
Properties=species:S:1:pos:R:3:forces:R:3
N 1.326550 2.115815 -0.526736 -0.52 -0.79 -0.37
H 4.076603 -4.047193 1.159790 0.02 -0.05 -0.04
H 1.626158 -4.606378 2.929974 0.04 -0.06 -0.03
C 0.724132 -4.075272 3.201377 -0.06 0.00 0.17
C 1.360979 -3.827596 0.140557 0.10 0.05 -0.02
H 1.522570 4.123955 -3.208789 -0.01 0.10 -0.12
C 1.145348 3.294390 -2.609557 0.17 0.07 0.21
H -0.618221 6.468122 2.801573 0.02 0.05 0.03
H -6.766485 2.788709 -5.091776 -0.08 0.11 -0.05
H 6.109549 -3.829865 2.506375 0.04 -0.07 0.01
H -4.624537 -3.145357 -3.265512 0.00 -0.15 0.04
Tl 0.415669 -0.161671 -0.573550 -0.50 0.24 0.02
C 3.053915 -2.434284 2.138957 0.03 0.25 -0.21
P 1.102180 1.932607 1.147832 -0.10 -0.28 0.46
S -1.142737 -0.597747 2.124789 0.70 -0.39 1.30
C -3.709003 -0.159978 -1.930583 -0.59 -0.69 -0.51
F 0.513745 -0.806677 -5.376468 0.14 0.01 -0.05
F 3.304783 -0.490291 -2.407825 0.12 0.14 0.36
H -0.706273 -4.110240 0.653623 -0.04 -0.05 0.06
H 4.327616 -0.643945 4.719907 -0.03 0.10 0.05
O -2.620845 0.157028 -1.195845 0.07 0.54 0.40
C 5.270637 -3.175431 2.698819 0.17 -0.06 0.03
H 2.310383 4.528636 0.379717 0.09 0.20 0.09
H 1.840366 -2.907165 -5.191790 0.05 -0.11 -0.07
H 1.273940 2.374271 -3.172443 0.01 -0.13 -0.06
C 0.125318 -4.467764 0.062072 0.16 0.16 0.04
C -0.299689 1.010366 5.738546 -0.16 -0.16 0.01
C 2.795722 -0.876849 -3.574626 0.32 0.04 -0.11
C -2.280046 4.077477 1.102085 -0.16 0.08 0.01
H 0.842014 -6.801032 -2.269163 0.02 -0.05 -0.03
C -7.523138 1.647596 -2.666420 0.05 -0.06 -0.17
O -2.568595 -0.413562 2.434869 -1.27 0.17 -0.12
H 2.311062 -0.808736 3.324310 -0.06 0.11 0.08
C 1.826462 4.581679 -0.589807 -0.17 -0.25 -0.12
H -1.962879 -4.334165 5.229866 -0.07 -0.02 0.00
C 0.648792 1.978343 5.450839 0.19 0.12 0.03
C 3.593271 1.026135 1.455904 0.03 0.02 -0.05
C 2.841898 2.169015 1.728999 -0.13 -0.17 -0.32
C -4.692517 0.663164 -2.422676 0.42 -0.13 0.19
C 3.503005 3.268380 2.262475 -0.13 0.05 0.03
H 0.793334 4.885456 -0.447520 -0.12 0.10 0.01
H -8.262980 2.350950 -3.043204 -0.12 0.11 -0.04
C -0.809244 5.528015 2.300882 0.03 0.09 0.07
H -6.393645 -1.707047 -4.134311 -0.10 -0.01 -0.09
H 6.600235 1.969476 2.662974 0.09 0.01 -0.06
H 1.022163 2.615151 6.241270 0.09 0.06 0.07
B -1.893484 -1.017764 -1.025005 1.34 0.67 -0.20
C -1.267378 3.143966 1.005294 -0.03 -0.02 0.05
H -8.392775 1.057363 -5.180022 -0.09 0.05 -0.03
C -0.308721 0.393787 3.421917 0.32 0.19 -0.54
C -0.729191 -2.191583 2.920233 0.21 -0.13 -0.46
C 1.508751 -1.763519 -3.354008 -0.05 0.32 -0.97
H 3.514202 1.897209 -1.901201 -0.03 -0.10 -0.06
C 4.126693 -3.288494 1.925162 -0.10 -0.02 -0.13
C -2.044925 5.291137 1.727333 -0.10 0.08 -0.05
H -7.185895 -0.159679 -5.582447 0.04 -0.08 -0.13
H -5.412127 1.698117 -5.410071 0.07 -0.02 -0.11
F 2.610776 0.242454 -4.298664 -0.10 0.20 -0.08
C 0.417739 -2.878828 2.556481 -0.07 0.10 -0.06
O -2.571427 -2.066350 -1.635910 0.52 -0.66 0.33
C 3.139604 -1.485300 3.159295 -0.04 -0.14 -0.05
H 6.252875 -2.138690 4.291527 0.04 0.02 0.05
H 2.986810 4.202211 2.430507 -0.04 0.02 0.03
H 0.084785 3.438273 -2.417530 -0.16 0.03 0.01
C 0.988013 -5.969092 -1.593760 -0.03 -0.08 -0.02
H 0.789061 -3.687318 -3.976606 -0.04 0.00 0.01
C 4.273002 -1.388929 3.940152 0.01 -0.02 0.15
H -4.661554 1.715620 -2.194476 -0.02 0.17 0.02
H 1.132299 4.803532 2.712067 0.13 -0.03 0.02
H 0.132852 -5.522518 4.655486 0.02 -0.06 0.06
H -1.498706 -0.551250 4.925612 -0.10 0.00 0.07
C -1.600961 -2.737106 3.851104 -0.29 0.04 0.02
C 3.386316 2.927807 -1.583607 -0.17 0.06 0.05
H 3.013674 -5.654584 -2.184082 0.06 0.07 -0.02
F 3.792001 -1.539862 -4.202860 0.16 -0.26 -0.15
H -3.253524 3.866435 0.683374 -0.06 -0.04 -0.09
C -1.291109 -3.925241 4.487528 -0.05 0.13 -0.05
H -2.532941 -2.225479 4.044867 -0.08 0.07 0.02
H -5.385628 2.744065 -3.997478 0.10 0.11 0.06
H -0.682464 0.883931 6.741821 0.02 -0.02 0.07
C 5.351080 -2.225662 3.701712 0.06 -0.08 0.04
C -0.009230 3.374268 1.563460 0.00 -0.25 -0.44
C -6.027389 2.137521 -4.628139 -0.11 -0.13 0.08
H 3.100832 0.196966 0.958683 0.12 0.00 0.04
C -4.649459 -2.099170 -3.005769 0.48 -0.16 0.30
C -0.115179 -4.589038 4.170583 0.13 -0.09 -0.04
H 2.333072 5.330161 -1.200266 0.07 0.04 -0.02
C 1.684589 -3.089471 -4.130409 -0.10 0.25 0.22
H -1.031220 -5.992315 -0.876918 -0.07 -0.06 0.01
F 0.066669 0.192440 -3.512090 0.06 0.21 0.23
H 3.739168 3.585081 -2.378450 0.14 0.12 -0.06
C -3.678034 -1.531243 -2.210933 -0.58 0.88 -0.19
H -8.292989 -0.420381 -4.226776 -0.09 -0.15 0.03
H 3.310468 -3.668068 -0.757606 0.05 0.02 0.02
C 4.931429 0.945486 1.780793 0.15 0.03 -0.03
C 0.615698 1.371185 3.102587 0.17 -0.24 -0.44
F -0.815580 -1.705689 -3.964894 -0.13 -0.28 0.24
C -5.673583 0.102775 -3.239619 -0.12 -0.14 -0.10
H -2.811123 6.053793 1.752877 -0.08 0.01 0.07
H 2.533983 -3.620634 -3.711209 0.03 -0.02 -0.06
H 3.992317 3.090289 -0.695314 0.16 -0.01 0.12
C 2.389305 -4.230548 -0.707766 -0.10 -0.05 0.07
C -0.760296 0.206037 4.719167 -0.23 -0.05 0.25
H 5.487468 0.041152 1.573738 0.00 -0.08 0.00
C 0.192260 4.573517 2.237745 0.07 -0.10 0.05
C 0.325697 -1.010180 -4.050233 -0.08 -0.17 -0.42
C 5.560622 2.030618 2.371709 0.14 -0.07 0.02
H -6.867075 2.169700 -1.977293 0.05 0.12 0.11
H -1.440502 2.212004 0.477488 -0.10 0.06 -0.07
C -0.058944 -5.527207 -0.804438 -0.11 -0.04 -0.09
C -7.706928 0.323633 -4.760040 0.18 0.08 0.17
C -5.640432 -1.262852 -3.504263 -0.14 0.17 -0.10
C 4.847707 3.195250 2.587000 0.09 0.15 0.09
O 1.283006 -1.935755 -2.061980 -0.42 0.40 0.98
C 2.209348 -5.319007 -1.541947 0.11 -0.13 -0.07
H -8.034254 0.863331 -2.112334 -0.09 -0.06 0.09
C -6.725793 1.032305 -3.823156 -0.18 0.11 -0.07
C 1.905495 3.214357 -1.276570 0.25 0.17 -0.60
C 1.111969 2.134087 4.158868 -0.04 -0.04 0.25
H 5.336493 4.061502 3.015465 0.03 0.01 0.02
H 1.870397 2.878865 3.972119 0.00 0.10 0.00
P 1.494725 -2.329914 1.172614 0.05 -0.50 0.35
```
Forces are in eV/Å.

Results
* net charge: -1
* frontier orbital gap: 0.226 Eh
* electronic energy: -117610.532 eV
* lowest unoccupied orbital energy: 0.085 Ha